(1)
32
Properties=species:S:1:pos:R:3 method="wB97M-V/def2-TZVPD" charge=-1 de_lowest_kj_mol=64.6 homo_ha=-0.187 largest_force_ha_per_bohr=0.0725
O -0.6056 1.1779 0.2561
C 0.5696 1.0625 0.9809
C 1.0600 2.1715 1.7530
N 0.1522 3.2195 2.0932
O -1.0623 3.0279 1.9329
O 0.6179 4.2887 2.5510
C 2.3767 2.2561 2.2260
C 3.2053 1.1508 2.1293
C 2.6608 -0.0293 1.5903
C 1.3718 -0.0853 1.0389
H 2.7323 3.1834 2.6647
H 4.2346 1.1819 2.5131
H 3.2652 -0.9335 1.6284
H 0.9474 -1.0360 0.6907
O 0.5519 -4.0413 -2.7044
N -0.2303 -3.7436 -1.7836
O -0.6684 -4.6095 -0.9872
C -0.6906 -2.3945 -1.5446
C -1.5127 -2.1396 -0.4227
C -1.9119 -0.8450 -0.1182
N -2.7493 -0.5677 1.0264
O -2.8824 -1.4357 1.9151
O -3.2944 0.5546 1.1085
C -1.2828 0.4188 -0.6768
C -0.7122 0.0274 -2.0375
N -0.6455 0.7989 -3.1771
O -0.8997 1.9747 -3.4759
O -0.2067 -0.1077 -4.2400
N -0.0733 -1.3736 -3.7740
C -0.4369 -1.2867 -2.4445
H -1.7704 -2.9729 0.2344
H -2.1103 1.1073 -0.9465

---

(2)
126
Properties=species:S:1:pos:R:3 method="wB97M-V/def2-TZVPD" charge=0 de_lowest_kj_mol=146.6 homo_ha=-0.365 largest_force_ha_per_bohr=0.0556
O -1.6445 3.3286 -3.5698
C -1.1985 2.3504 -3.0205
C -2.2110 1.3477 -2.4353
C -1.9226 0.5864 -1.3591
C -0.5086 0.7397 -0.7534
O -0.3427 0.4798 0.4305
C 0.6388 1.2277 -1.6465
C 2.0037 0.8724 -1.3692
S 2.5239 -0.1477 0.0254
O 1.8608 -1.4322 -0.1157
O 3.9570 -0.3018 -0.0563
F 2.1129 0.5204 1.4378
C 3.0433 1.3325 -2.2290
C 2.6981 2.1143 -3.3768
C 1.3486 2.4675 -3.7075
C 1.1685 3.2807 -5.0097
F 2.2593 2.9400 -5.8227
F 0.0620 2.9376 -5.7286
C 1.3208 4.8473 -4.8242
F 1.4251 5.4216 -6.0804
F 0.2565 5.4163 -4.2004
C 0.3002 2.0228 -2.8006
H -3.2155 1.2435 -2.8765
H -2.6671 -0.1033 -0.9262
H 4.1014 1.0792 -2.0418
H 3.5471 2.4390 -4.0062
H 2.2425 5.1251 -4.2687
O -3.1525 0.2065 1.2266
H -2.5514 -0.3773 1.7072
H -3.2721 0.9601 1.8159
O 1.9835 0.1680 -5.9855
H 1.1851 0.5414 -6.3778
H 2.6961 0.4828 -6.5559
O -3.1691 -2.5506 2.2170
H -2.8026 -3.2956 1.7272
H -3.6034 -2.9620 2.9747
O -0.9466 1.8213 3.1159
H -0.3620 1.6014 2.3805
H -0.4247 1.6026 3.9017
O -0.3352 -1.5518 2.8618
H 0.3324 -2.2262 2.6887
H -0.1299 -0.8488 2.2268
O -1.2570 -2.5597 5.5529
H -0.4641 -2.9807 5.9049
H -1.0083 -2.2958 4.6566
O 0.4128 -1.2207 -3.3058
H 1.0264 -1.4438 -4.0182
H 0.8922 -1.4633 -2.5056
O -6.0202 -3.0831 3.1393
H -6.8501 -2.7423 2.7929
H -5.3558 -2.7283 2.5372
O 6.6204 -0.5760 1.4617
H 5.7870 -0.5598 0.9799
H 7.1765 -1.1667 0.9342
O -6.2081 -2.4300 0.1882
H -6.9839 -1.8654 0.2776
H -5.4785 -1.8075 0.0737
O 4.8866 3.4641 -5.5483
H 4.0895 3.8379 -5.9403
H 5.5984 3.7761 -6.1179
O -1.0217 5.6261 -1.3095
H -1.3038 4.7457 -1.0412
H -0.8841 5.5402 -2.2604
O 1.5378 1.5470 4.8655
H 2.1225 1.3260 4.1300
H 2.0562 1.3279 5.6505
O 0.8870 -3.0620 7.9744
H 0.0762 -2.5386 8.0016
H 1.3269 -2.8526 8.8051
O 1.0071 3.9309 6.9497
H 1.1825 3.1940 6.3558
H 0.0553 4.0725 6.8636
O 7.2558 -1.5255 -1.0879
H 7.4490 -2.2724 -1.6647
H 6.3158 -1.3620 -1.2253
O 2.6714 -2.9803 -3.2755
H 3.1211 -3.6220 -3.8362
H 3.0418 -3.1354 -2.3984
O -1.7182 2.9385 5.8638
H -1.9516 2.0427 6.1391
H -1.6285 2.8746 4.9046
O 2.8499 4.4494 4.1036
H 2.6823 3.5028 4.1560
H 2.6220 4.7721 4.9865
O -7.1684 -6.3430 3.3606
H -7.9453 -5.7793 3.4587
H -6.4423 -5.7178 3.2383
O 2.7449 -1.4670 -8.3167
H 2.5246 -2.4041 -8.2620
H 2.4781 -1.1127 -7.4530
O 0.0396 -1.2029 -7.0122
H -0.2657 -2.0772 -6.7460
H 0.1896 -1.2872 -7.9624
O 5.0526 -3.1912 -0.0390
H 4.2485 -2.6578 -0.0536
H 5.4470 -2.9949 0.8196
O 4.9103 3.4709 -2.1531
H 5.5338 3.2379 -2.8521
H 5.3731 3.2426 -1.3364
O 5.4299 4.7364 0.1064
H 4.6311 5.2755 0.0910
H 5.8180 4.9142 0.9707
O -0.4648 8.9178 -1.1151
H -0.6672 7.9759 -1.0650
H -0.7299 9.2605 -0.2554
O 4.0924 -3.4598 -10.4025
H 4.6497 -4.0530 -9.8875
H 3.9784 -2.6893 -9.8319
O 4.2289 4.6783 6.4462
H 5.0244 4.2547 6.7858
H 4.4744 4.9618 5.5567
O -2.2510 -0.9797 -4.1467
H -2.6105 -1.7905 -4.5225
H -1.2921 -1.1430 -4.1126
O -8.6815 -8.5712 5.5175
H -8.0161 -9.2444 5.3462
H -8.4672 -7.8718 4.8922
O -9.2317 -8.3291 2.7808
H -10.0084 -7.7637 2.8826
H -8.5061 -7.7051 2.6528
O -3.0727 -0.8801 6.8400
H -3.9392 -0.8769 6.4203
H -2.5390 -1.4763 6.2865
O -11.0143 -6.2577 3.5911
H -11.6556 -6.7759 4.0923
H -11.3971 -5.3744 3.5601

---

(3)
118
Properties=species:S:1:pos:R:3 method="wB97M-V/def2-TZVPD" charge=-1 homo_ha=-0.215 largest_force_ha_per_bohr=0.1494
O 0.4248 -2.9812 3.1909
C -0.0554 -1.7577 3.4241
O 0.0365 -1.2261 4.8244
C -0.8038 -0.8030 2.2724
N -2.0902 -0.1520 2.6995
C -2.5745 0.6777 1.5437
C -3.9801 1.5458 1.8059
C -4.6775 2.4796 0.6430
C -4.0024 2.6031 -0.8721
C -2.6028 1.7726 -1.1118
C -1.9015 0.8337 0.0707
N -0.6155 0.1440 -0.2832
C -0.0402 -0.6699 0.8416
C 1.4160 -1.4231 0.5373
C 2.3709 -0.2404 -0.1622
C 2.2444 -0.1840 -1.7952
S 1.7200 1.6070 -2.2070
H -4.4912 1.4925 2.8637
H -5.6783 3.0604 0.8528
H -4.4955 3.2563 -1.7106
H -2.0485 1.8419 -2.1640
H 1.9879 -1.7323 1.5168
H 1.2709 -2.3383 -0.2153
H 2.0585 0.8055 0.2764
H 3.4832 -0.4971 0.1363
H 1.3846 -0.8730 -2.2401
H 3.2779 -0.3281 -2.3610
H 0.2959 1.6722 -2.2618
O -0.5716 -3.0358 6.9050
H -0.2282 -2.4452 6.2178
H -0.6349 -3.8962 6.4640
O 2.2563 1.1443 -5.9702
H 1.4686 0.7508 -6.3748
H 2.0404 1.1826 -5.0264
O -3.0486 -3.2685 0.8315
H -2.3236 -2.7456 1.2056
H -3.2626 -3.9052 1.5298
O 3.5764 4.8965 -1.8650
H 3.1838 4.0130 -1.7988
H 3.5050 5.2523 -0.9666
O 1.9430 -0.7950 -7.7767
H 2.7606 -0.3771 -7.4672
H 1.9617 -0.6636 -8.7365
O -2.9376 2.2936 5.1565
H -2.6998 1.4040 4.8545
H -2.0973 2.7760 5.1482
O -2.8370 -1.4486 5.8977
H -2.9231 -2.3542 6.2317
H -1.9748 -1.4431 5.4558
O 0.0601 2.2952 4.4496
H 0.3062 1.4366 4.8252
H 0.8990 2.7773 4.3982
O -5.6399 -0.3355 5.5399
H -5.3938 -1.1942 5.9156
H -4.8010 0.1466 5.4886
O -5.3800 3.7123 -3.9300
H -5.5713 2.9644 -4.5157
H -4.8834 4.3273 -4.4902
O 3.0739 3.3142 3.6713
H 3.4432 4.1290 3.2989
H 3.7482 3.0179 4.3008
O -5.7193 -2.6082 2.3388
H -5.9446 -2.2126 3.1942
H -5.0709 -1.9953 1.9610
O -2.9039 -4.7042 7.4445
H -2.6661 -5.5937 7.1425
H -2.0636 -4.2218 7.4362
O -5.2336 0.9042 -4.3368
H -4.9546 1.1949 -3.4555
H -5.5454 -0.0024 -4.1964
O 0.8404 -2.3924 -3.4914
H 1.1757 -3.3008 -3.4531
H 0.2503 -2.3929 -4.2599
O 4.7851 -1.6547 1.3365
H 5.5101 -1.1318 1.7106
H 4.5711 -2.2914 2.0348
O 4.9508 -0.1550 -7.7811
H 5.4159 0.2954 -7.0601
H 5.3996 0.1581 -8.5808
O -4.9856 -0.9403 -0.6428
H -5.6074 -1.6570 -0.8396
H -4.2406 -1.3878 -0.2144
O 2.6080 -2.8558 6.9688
H 2.2672 -3.7208 6.6956
H 1.8912 -2.4792 7.5010
O 0.0031 2.9311 1.4419
H 0.5032 3.7491 1.5825
H -0.0399 2.5288 2.3223
O 4.9076 -3.0214 -6.6933
H 5.2769 -2.2066 -7.0657
H 5.5819 -3.3177 -6.0637
O -8.3856 1.0285 -4.2019
H -8.6108 1.4240 -3.3465
H -7.7372 1.6414 -4.5798
O -6.9259 -2.8019 -2.4603
H -6.5906 -3.7102 -2.4220
H -7.5160 -2.8024 -3.2288
O 5.9417 5.2600 -3.5880
H 5.6009 4.3950 -3.8611
H 5.2249 5.6366 -3.0558
O 7.1104 0.6781 -9.2909
H 7.9280 1.0960 -8.9814
H 7.1291 0.8095 -10.2507
O 4.9540 -4.1935 7.6835
H 4.3645 -3.4416 7.8451
H 4.7489 -4.8104 8.4019
O 6.3874 7.6326 -1.1563
H 6.1961 6.8847 -1.7420
H 6.8840 8.2476 -1.7165
O -0.6583 1.1759 -6.0558
H -0.9991 0.3109 -6.3290
H -1.3751 1.5525 -5.5237
O 2.8845 -4.5932 -3.9799
H 3.3497 -4.1429 -3.2589
H 3.3333 -4.2801 -4.7795
O 2.1481 -0.6783 9.1469
H 1.9229 -0.2828 10.0023
H 2.7965 -0.0655 8.7691

---

Number 1: E_LUMO 1.54 eV, Kohn-Sham gap 6.6 eV, electronic energy -1411.44772 hartree. Number 2: E_LUMO -1.97 eV, Kohn-Sham gap 8.0 eV, electronic energy -4181.17774 hartree. Number 3: E_LUMO 1.14 eV, Kohn-Sham gap 7.0 eV, electronic energy -3414.83586 hartree.